{"formula": "C64H66ClF6NO5PS", "method": "the ωB97M-V functional and the def2-TZVPD basis", "symbols": ["O", "P", "C", "O", "C", "C", "C", "C", "O", "C", "C", "C", "C", "C", "C", "N", "C", "C", "F", "S", "O", "O", "C", "F", "F", "C", "F", "F", "F", "C", "Cl", "H", "H", "H", "H", "H", "H", "H", "H", "H", "H", "H", "H", "H", "H", "H", "H", "H", "H", "C", "C", "C", "C", "C", "C", "H", "H", "H", "H", "H", "H", "C", "C", "C", "C", "C", "C", "H", "H", "H", "H", "H", "H", "C", "C", "C", "C", "C", "C", "H", "H", "H", "H", "H", "H", "C", "C", "C", "C", "C", "C", "H", "H", "H", "H", "H", "H", "C", "C", "C", "C", "C", "C", "H", "H", "H", "H", "H", "H", "C", "C", "C", "C", "C", "C", "H", "H", "H", "H", "H", "H", "C", "C", "C", "C", "C", "C", "H", "H", "H", "H", "H", "H", "C", "C", "C", "C", "C", "C", "H", "H", "H", "H", "H", "H"], "positions_angstrom": [[3.176, -1.061, -0.545], [4.182, -0.255, 0.163], [3.437, 0.585, 1.682], [2.081, 0.810, 1.424], [1.552, 1.458, 2.577], [2.250, 2.814, 2.651], [1.360, 3.876, 3.272], [0.100, 4.028, 2.365], [0.271, 4.452, 1.237], [-1.237, 3.626, 2.899], [-1.946, 2.716, 2.171], [-3.155, 2.302, 2.672], [-3.609, 2.811, 3.855], [-2.915, 3.754, 4.566], [-1.704, 4.161, 4.073], [3.691, 2.701, 3.191], [3.708, 2.042, 4.546], [4.773, 2.371, 5.595], [6.033, 2.646, 5.134], [4.486, 4.297, 3.026], [3.936, 5.003, 1.917], [5.882, 4.167, 2.823], [4.272, 5.428, 4.494], [5.398, 5.434, 5.184], [3.294, 5.099, 5.349], [4.054, 6.928, 4.043], [2.839, 7.133, 3.568], [5.015, 7.337, 3.247], [4.161, 7.622, 5.182], [4.330, 1.790, 2.101], [5.862, 1.070, 2.581], [4.864, 0.686, -0.645], [5.147, -1.151, 0.680], [3.522, -0.179, 2.473], [0.487, 1.569, 2.369], [1.632, 0.828, 3.471], [2.371, 3.097, 1.600], [1.766, 4.883, 3.362], [1.015, 3.531, 4.255], [-1.572, 2.312, 1.238], [-3.729, 1.557, 2.137], [-4.553, 2.459, 4.257], [-3.275, 4.166, 5.499], [-1.093, 4.904, 4.576], [3.711, 0.964, 4.393], [2.738, 2.223, 5.015], [4.482, 3.169, 6.282], [4.854, 1.485, 6.234], [4.473, 2.451, 1.242], [5.098, 3.082, -5.224], [4.790, 1.734, -5.095], [4.068, 1.289, -3.996], [3.647, 2.196, -3.033], [3.952, 3.544, -3.163], [4.681, 3.987, -4.257], [5.664, 3.428, -6.080], [5.113, 1.031, -5.851], [3.831, 0.238, -3.891], [3.077, 1.849, -2.177], [3.621, 4.251, -2.411], [4.924, 5.037, -4.358], [-0.858, -0.792, -0.615], [-1.516, -0.824, 0.609], [-2.852, -1.195, 0.672], [-3.531, -1.543, -0.489], [-2.873, -1.514, -1.713], [-1.538, -1.134, -1.777], [0.184, -0.500, -0.663], [-0.984, -0.559, 1.516], [-3.366, -1.213, 1.626], [-4.572, -1.836, -0.441], [-3.402, -1.786, -2.618], [-1.027, -1.106, -2.731], [-2.370, -4.742, 0.848], [-2.117, -5.669, 1.850], [-0.909, -6.354, 1.874], [0.049, -6.104, 0.901], [-0.203, -5.174, -0.099], [-1.413, -4.495, -0.128], [-3.313, -4.211, 0.828], [-2.863, -5.859, 2.612], [-0.714, -7.082, 2.652], [0.993, -6.635, 0.922], [0.546, -4.978, -0.856], [-1.612, -3.773, -0.909], [5.339, -4.102, -0.628], [5.575, -5.079, 0.331], [6.692, -5.896, 0.230], [7.579, -5.731, -0.825], [7.346, -4.752, -1.782], [6.224, -3.940, -1.686], [4.463, -3.467, -0.552], [4.886, -5.205, 1.157], [6.873, -6.663, 0.973], [8.453, -6.365, -0.902], [8.039, -4.623, -2.604], [6.038, -3.181, -2.435], [-7.601, -0.457, -0.101], [-8.967, -0.219, -0.018], [-9.593, 0.574, -0.971], [-8.856, 1.123, -2.012], [-7.492, 0.882, -2.094], [-6.865, 0.098, -1.139], [-7.112, -1.074, 0.644], [-9.544, -0.653, 0.789], [-10.657, 0.763, -0.903], [-9.344, 1.737, -2.758], [-6.910, 1.307, -2.904], [-5.800, -0.082, -1.207], [-5.421, 2.480, -7.248], [-5.603, 1.155, -6.877], [-4.886, 0.628, -5.813], [-3.994, 1.429, -5.112], [-3.815, 2.755, -5.480], [-4.525, 3.280, -6.551], [-5.977, 2.890, -8.081], [-6.304, 0.532, -7.419], [-5.022, -0.408, -5.527], [-3.437, 1.018, -4.278], [-3.120, 3.380, -4.933], [-4.382, 4.313, -6.842], [-1.726, 0.093, -7.327], [-1.009, 0.193, -8.512], [0.068, -0.653, -8.745], [0.422, -1.604, -7.798], [-0.298, -1.706, -6.616], [-1.369, -0.855, -6.379], [-2.562, 0.753, -7.142], [-1.289, 0.930, -9.253], [0.631, -0.571, -9.667], [1.258, -2.267, -7.983], [-0.023, -2.450, -5.878], [-1.928, -0.930, -5.454], [-1.506, -5.321, 5.450], [-2.250, -4.185, 5.163], [-3.170, -3.705, 6.086], [-3.339, -4.357, 7.300], [-2.593, -5.491, 7.588], [-1.680, -5.976, 6.662], [-0.792, -5.697, 4.729], [-2.113, -3.673, 4.217], [-3.755, -2.822, 5.859], [-4.054, -3.981, 8.021], [-2.725, -5.999, 8.535], [-1.102, -6.864, 6.885]], "charge": 1, "gap_ha": 0.2262, "homo_ev": -10.345}

=====

{"formula": "C65H107F3N14O9", "method": "the ωB97M-V functional and the def2-TZVPD basis", "symbols": ["C", "C", "C", "C", "N", "H", "H", "H", "H", "H", "H", "H", "C", "C", "C", "C", "N", "H", "H", "H", "H", "H", "H", "H", "C", "C", "C", "C", "N", "H", "H", "H", "H", "H", "H", "H", "C", "C", "C", "C", "N", "H", "H", "H", "H", "H", "H", "H", "C", "C", "C", "C", "N", "H", "H", "H", "H", "H", "H", "H", "C", "C", "C", "C", "N", "H", "H", "H", "H", "H", "H", "H", "C", "C", "C", "C", "N", "H", "H", "H", "H", "H", "H", "H", "C", "C", "C", "C", "N", "H", "H", "H", "H", "H", "H", "H", "C", "C", "C", "C", "N", "H", "H", "H", "H", "H", "H", "H", "C", "C", "C", "C", "N", "H", "H", "H", "H", "H", "H", "H", "C", "C", "C", "C", "N", "H", "H", "H", "H", "H", "H", "H", "C", "C", "C", "C", "N", "H", "H", "H", "H", "H", "H", "H", "C", "C", "C", "C", "N", "H", "H", "H", "H", "H", "H", "H", "C", "C", "C", "C", "N", "H", "H", "H", "H", "H", "H", "H", "C", "C", "O", "C", "O", "O", "F", "H", "H", "H", "C", "C", "O", "C", "O", "O", "F", "H", "H", "H", "C", "C", "O", "C", "O", "O", "F", "H", "H", "H"], "positions_angstrom": [[-3.617, -3.794, -3.717], [-2.222, -4.350, -4.037], [-1.600, -4.077, -5.440], [-2.392, -4.604, -6.489], [-3.026, -4.976, -7.332], [-4.062, -4.147, -2.787], [-4.316, -4.168, -4.465], [-3.597, -2.716, -3.880], [-2.423, -5.394, -3.795], [-1.566, -4.010, -3.235], [-0.593, -4.480, -5.334], [-1.492, -3.010, -5.634], [1.945, -0.991, -4.208], [1.712, -1.912, -5.470], [2.906, -1.843, -6.489], [2.979, -3.176, -7.127], [3.090, -4.289, -7.600], [2.842, -1.322, -3.684], [1.119, -1.093, -3.505], [2.078, 0.059, -4.471], [0.889, -1.560, -6.091], [1.442, -2.865, -5.015], [3.854, -1.795, -5.954], [2.816, -1.051, -7.233], [3.215, -3.036, 2.757], [2.703, -3.894, 1.521], [1.466, -3.376, 0.770], [0.201, -3.471, 1.398], [-0.832, -3.500, 1.969], [3.581, -2.081, 2.379], [3.909, -3.559, 3.415], [2.352, -2.905, 3.410], [2.636, -4.970, 1.683], [3.468, -3.857, 0.746], [1.369, -4.079, -0.058], [1.592, -2.334, 0.478], [2.668, 5.060, 5.371], [3.327, 5.086, 3.985], [4.502, 6.101, 3.876], [3.852, 7.466, 3.725], [3.311, 8.504, 3.559], [3.405, 5.203, 6.161], [2.020, 4.203, 5.555], [1.985, 5.894, 5.536], [2.649, 5.240, 3.145], [3.760, 4.091, 3.875], [5.089, 5.888, 2.983], [5.179, 6.206, 4.724], [-2.035, -0.872, -1.096], [-0.594, -0.680, -0.509], [-0.333, -0.402, 0.990], [-0.401, 1.038, 1.190], [-0.406, 2.231, 1.393], [-2.419, -1.874, -0.907], [-2.098, -0.723, -2.174], [-2.763, -0.137, -0.754], [-0.048, 0.003, -1.160], [-0.076, -1.633, -0.614], [0.586, -0.765, 1.451], [-1.150, -0.882, 1.529], [-6.850, -1.549, 3.626], [-5.384, -2.076, 3.500], [-4.374, -1.101, 2.918], [-4.650, 0.262, 3.470], [-4.912, 1.324, 3.803], [-7.219, -1.155, 2.679], [-6.957, -0.740, 4.348], [-7.514, -2.314, 4.030], [-5.480, -2.992, 2.918], [-5.063, -2.425, 4.481], [-4.607, -1.142, 1.854], [-3.340, -1.432, 2.825], [1.678, -5.791, 4.880], [0.339, -6.256, 5.560], [-0.823, -5.425, 4.998], [-0.833, -3.987, 5.380], [-0.819, -2.889, 5.659], [2.552, -6.300, 5.286], [1.909, -4.728, 4.938], [1.585, -6.105, 3.840], [0.367, -6.236, 6.650], [0.050, -7.274, 5.297], [-1.684, -5.776, 5.567], [-0.934, -5.595, 3.927], [0.239, 6.057, 0.471], [0.897, 6.647, -0.810], [2.017, 7.604, -0.401], [3.187, 6.919, 0.149], [4.131, 6.469, 0.678], [-0.493, 5.264, 0.314], [-0.332, 6.830, 0.985], [1.017, 5.587, 1.073], [0.147, 7.187, -1.388], [1.405, 5.909, -1.430], [1.608, 8.239, 0.385], [2.274, 8.239, -1.249], [-2.548, 4.859, 3.215], [-3.468, 4.274, 2.102], [-4.647, 5.103, 1.589], [-4.222, 6.518, 1.271], [-3.963, 7.546, 0.986], [-2.277, 5.910, 3.109], [-1.662, 4.232, 3.312], [-3.205, 4.809, 4.084], [-3.681, 3.222, 2.292], [-2.886, 4.305, 1.181], [-5.357, 5.146, 2.414], [-5.226, 4.692, 0.762], [1.763, -0.702, 5.393], [2.980, 0.035, 4.851], [4.219, 0.149, 5.702], [4.961, 1.421, 5.565], [5.498, 2.414, 5.434], [2.093, -1.726, 5.219], [0.862, -0.752, 4.781], [1.585, -0.536, 6.455], [2.638, 1.049, 4.642], [3.217, -0.332, 3.853], [4.878, -0.660, 5.386], [4.183, -0.162, 6.746], [-1.562, -6.249, -0.721], [-2.605, -6.927, 0.099], [-3.145, -6.233, 1.355], [-3.686, -4.902, 1.129], [-4.107, -3.843, 1.019], [-1.888, -5.218, -0.858], [-1.520, -6.785, -1.669], [-0.579, -6.368, -0.266], [-2.033, -7.786, 0.451], [-3.427, -7.302, -0.511], [-2.281, -6.155, 2.015], [-4.001, -6.757, 1.781], [2.298, 2.838, -0.925], [3.183, 2.471, -2.204], [3.282, 3.490, -3.392], [4.393, 3.059, -4.296], [5.254, 2.660, -5.021], [2.976, 3.490, -0.374], [2.115, 1.976, -0.283], [1.319, 3.305, -1.039], [2.874, 1.495, -2.578], [4.180, 2.335, -1.784], [3.518, 4.465, -2.965], [2.449, 3.604, -4.086], [-8.294, -3.045, -1.294], [-7.826, -1.770, -0.626], [-6.968, -0.907, -1.544], [-6.244, 0.140, -0.783], [-5.749, 0.959, -0.172], [-8.969, -2.817, -2.118], [-8.663, -3.731, -0.532], [-7.535, -3.695, -1.730], [-7.140, -2.033, 0.179], [-8.581, -1.173, -0.113], [-7.539, -0.543, -2.399], [-6.140, -1.496, -1.938], [6.575, 3.295, -0.249], [6.515, 3.757, 1.191], [5.335, 3.117, 1.978], [5.060, 1.711, 1.648], [4.817, 0.594, 1.366], [6.823, 2.233, -0.231], [7.331, 3.884, -0.769], [5.613, 3.465, -0.732], [6.678, 4.834, 1.229], [7.316, 3.249, 1.728], [4.397, 3.659, 1.862], [5.440, 3.067, 3.062], [6.900, -1.515, -2.183], [5.892, -1.111, -1.099], [5.903, -2.246, -0.233], [6.208, -3.278, -0.983], [5.998, -4.457, -0.732], [6.610, -2.864, -2.238], [4.672, -0.957, -1.673], [7.902, -1.253, -1.843], [6.813, -0.968, -3.122], [6.134, -0.161, -0.622], [-3.294, 2.781, -2.353], [-3.357, 4.134, -2.990], [-2.334, 3.955, -3.969], [-1.384, 3.070, -3.576], [-0.360, 2.734, -4.164], [-1.880, 2.480, -2.457], [-3.060, 5.099, -2.118], [-3.937, 2.004, -2.766], [-3.584, 2.883, -1.307], [-4.310, 4.407, -3.444], [-2.087, -0.140, -7.919], [-3.343, -0.843, -7.496], [-3.421, -0.828, -6.110], [-2.347, -0.176, -5.684], [-2.161, 0.088, -4.475], [-1.656, 0.410, -6.737], [-3.543, -2.049, -7.910], [-2.262, 0.540, -8.752], [-1.173, -0.723, -8.032], [-4.104, -0.111, -7.768]], "gap_ha": 0.3907, "homo_ev": -10.649}